DFT (ωB97M-V/def2-TZVPD) results for C53H107InN5O13 as an isolated structure at a distorted geometry.

Geometry as XYZ:
```
179
Properties=species:S:1:pos:R:3:forces:R:3:mulliken_charge:R:1
In -4.3851 23.7653 4.4908 0.221 -0.134 -1.142 0.986
O -5.3180 26.1729 3.2846 0.528 -0.065 -0.117 -0.678
O -4.7618 21.6281 -2.0522 -0.464 -0.588 0.878 -0.201
O -5.5032 26.5537 -1.6158 -0.795 -0.052 -0.226 -0.378
O -7.5532 14.9344 3.5251 0.634 -0.083 -0.622 -0.493
O -4.8165 21.3124 2.9597 -0.858 -0.130 -0.377 -0.826
O -2.4503 23.3998 2.0616 -0.127 0.121 -0.210 -0.207
O -1.7624 22.4207 3.8949 0.048 0.114 0.263 -0.743
O -3.8924 22.7574 -3.6810 -0.387 -0.414 -0.829 -0.729
O -4.4140 25.3219 1.4484 0.328 -0.358 -0.352 -0.220
O -1.5103 21.4458 -2.1269 1.248 -0.859 -0.396 -0.029
O -4.9808 22.8414 1.4658 -0.327 1.120 -1.066 -0.107
O -7.6456 24.0194 5.0568 0.341 -0.021 0.660 -0.324
O -11.6298 19.8926 -2.7754 -0.429 0.107 0.081 -0.474
N -6.0142 25.5123 -2.4154 -0.013 -1.223 -0.456 0.086
N -6.4431 15.7218 3.8896 0.089 0.470 1.253 0.234
N -0.5367 20.8448 -1.2834 -0.306 0.528 1.451 0.444
N -8.5804 24.3839 4.1111 -1.110 0.075 -1.671 0.953
N -10.8986 18.8967 -2.0970 0.583 -1.073 -0.417 0.188
C 1.8799 20.5650 -0.7277 -1.565 -0.999 0.825 -1.043
C -10.2499 26.0856 3.3238 -1.140 -1.743 -1.127 -0.973
C -7.8148 24.2174 -4.4104 1.335 0.877 1.494 -1.187
C -5.6083 21.1052 -4.1844 -0.102 -0.790 -0.132 -0.679
C -8.2117 26.7873 4.5545 -1.092 0.031 -1.141 -1.762
C 1.5073 19.1448 -0.1992 -0.141 1.347 0.113 -0.966
C -11.2130 24.9106 2.9734 0.764 1.268 1.329 -1.197
C -3.8962 17.0239 3.7127 -0.401 0.743 1.577 -0.667
C 0.8295 20.9610 -1.7896 2.033 0.490 -0.766 0.994
C -5.8131 25.8039 -3.8512 -1.557 0.537 -1.126 2.159
C -5.2227 21.6709 1.8153 1.728 -0.669 1.162 0.768
C -7.5989 17.8030 3.4128 -0.626 -1.073 -0.520 -2.187
C -11.7956 17.9638 -1.3722 -0.370 0.731 0.532 1.641
C -2.3185 19.9186 0.2410 0.304 -0.384 -0.730 -1.555
C -4.7872 27.6319 1.4551 -0.835 1.132 -0.646 -0.957
C -9.6808 17.4300 -0.0007 -0.675 -0.333 -1.426 -0.435
C -8.8607 18.3130 -0.9211 0.665 0.572 1.769 -0.278
C -9.6442 19.4874 -1.5479 -0.036 -1.427 -1.842 1.991
C -4.8375 26.2752 2.1226 -0.550 -0.295 0.839 0.791
C -0.2627 22.4572 2.0467 0.684 1.242 -0.165 -0.917
C -10.3896 23.6961 2.5776 -1.417 -0.490 0.441 -0.764
C 1.1566 20.2275 -3.1209 -0.101 -0.248 -1.122 -1.643
C -5.2151 17.7892 3.8013 0.988 -1.340 -1.259 -1.052
C -9.8122 22.2224 4.6352 -1.705 0.419 1.441 -1.985
C -5.2865 14.9196 4.2509 1.581 -1.513 0.016 1.728
C -4.6918 21.8847 -3.2734 1.022 0.791 0.268 0.506
C -6.1417 16.7351 1.6431 -1.671 1.568 -0.490 -0.930
C -9.9962 25.6322 5.7463 0.135 -0.333 -0.325 -1.764
C -10.9659 16.8588 -0.6988 0.437 0.977 2.240 -1.543
C 0.0744 19.1646 0.3038 -1.442 -0.038 0.241 -1.010
C -8.7835 19.9434 -2.7607 0.238 0.576 0.705 -1.250
C -12.6363 18.7178 -0.2681 -0.418 0.453 -0.872 -1.826
C -1.5568 22.7935 2.7215 -0.933 -0.357 0.691 0.607
C -4.8142 13.8649 3.1963 -1.650 -0.366 -0.070 -1.941
C -1.4367 18.5169 -1.6436 0.825 0.333 0.465 -1.861
C -7.3269 25.0042 -1.9377 -0.236 0.163 -1.228 2.274
C -7.1941 24.4701 -0.5148 -0.387 -0.198 0.316 -1.663
C -7.7742 23.8841 -2.9066 -0.446 0.085 -0.254 -0.456
C -6.4292 24.7269 -4.7824 0.947 -0.876 -1.216 -1.173
C -9.2610 25.6595 4.3654 0.788 0.687 2.665 1.181
C -6.3356 16.9657 3.1486 0.842 0.827 0.740 2.334
C -5.5968 14.1371 5.5216 0.461 -0.269 1.765 -1.903
C -4.3605 25.9324 -4.1505 2.046 0.324 0.988 -2.235
C 1.0950 22.4510 -2.0956 -1.855 0.219 -0.274 -1.770
C -8.4433 26.0722 -1.9034 -0.612 0.405 -0.101 -1.910
C -8.2792 22.4232 2.7198 -1.008 -1.161 -0.479 -1.235
C -12.7159 17.2446 -2.3924 -0.557 -0.202 0.469 -1.748
C -9.9076 20.5970 -0.5288 -0.596 -1.677 0.312 -1.060
C -9.3147 23.2078 3.5854 2.079 0.244 -1.266 1.970
C -1.0729 19.6396 -0.6282 0.874 0.392 -0.365 2.006
C -5.8586 20.7223 0.8217 -0.769 -0.045 0.463 1.700
C -6.5249 27.1140 -4.2779 -1.000 1.136 1.163 -1.700
C -4.0140 15.7250 4.5701 0.047 1.474 -1.311 -1.362
H -6.3453 27.5265 -5.2705 0.190 -0.636 -0.214 0.436
H -11.9577 25.3146 2.2863 0.230 -0.577 -0.616 0.389
H -10.9724 25.1503 5.6880 -0.017 0.016 0.124 0.303
H 0.4234 23.3026 2.1851 -0.110 0.090 0.277 0.444
H -13.2791 17.8460 -3.1079 0.729 0.402 -0.196 0.369
H -0.3669 18.2463 0.7075 0.845 -0.492 -0.102 0.522
H -6.2155 27.2137 -1.6560 0.399 0.350 0.191 0.342
H -5.6765 23.9549 -4.9806 -0.198 -0.510 1.083 0.074
H -7.6833 26.9799 3.6220 0.631 -0.506 0.249 0.127
H -0.5456 18.3974 -2.2602 -0.144 -0.632 0.030 0.421
H -6.2518 17.7086 1.1469 0.617 0.147 0.096 -0.001
H -5.8635 14.7626 6.3846 -1.239 0.432 -0.700 0.469
H -8.1443 23.2996 -4.8936 0.041 0.260 -0.520 0.434
H -7.6825 22.9718 1.9925 -0.099 0.574 0.359 -0.192
H -9.0297 26.3166 -2.7950 0.739 -0.281 -0.553 0.366
H -6.0415 21.7188 -4.9730 -0.136 -0.010 0.087 0.252
H -0.3718 22.4432 0.9618 -0.063 -0.819 0.064 0.018
H -10.0982 26.6491 6.1213 -0.192 -0.032 0.062 0.516
H 0.2046 21.6276 2.5726 -0.141 -0.299 -0.466 0.300
H -5.6215 13.1296 3.0808 -0.063 0.075 -0.267 0.466
H -8.0140 23.7722 -0.3047 -0.051 -0.117 -0.304 -0.103
H 2.0688 18.9769 0.7210 0.627 -0.658 -0.477 0.416
H -7.1378 23.0085 -2.7664 -0.128 -0.087 0.199 -0.572
H -4.7244 13.7852 6.0954 0.634 -0.557 -1.216 0.410
H -2.2686 18.6937 -2.3238 -0.163 0.405 0.290 0.263
H -8.3558 17.3110 2.7947 -0.583 0.398 0.396 0.436
H 0.9148 19.1676 -3.2168 -0.356 0.115 0.286 0.335
H -1.2304 21.0322 -2.9602 -1.021 0.420 -0.462 0.307
H -1.6425 17.6310 -1.0411 0.022 -0.252 -0.327 0.381
H -7.3037 14.6097 2.6412 -0.432 -0.184 0.096 0.368
H -10.0257 18.0106 0.8553 0.100 -0.071 0.122 0.265
H -6.2610 23.9469 -0.3098 0.149 0.235 -0.142 0.339
H 0.3545 22.7229 -2.8545 0.181 0.245 -0.050 0.410
H -10.8718 15.9320 -1.2580 0.427 0.224 -0.325 0.311
H -8.1081 23.7054 5.8585 0.024 0.066 -0.230 0.193
H 0.7023 20.7631 -3.9634 -0.513 -0.224 0.081 0.404
H -8.9880 21.1400 -0.3323 -0.300 0.408 0.137 -0.217
H -4.0086 15.9234 5.6430 0.104 0.575 -0.098 0.496
H -3.1074 15.1696 4.3371 -0.211 -0.559 0.271 0.319
H -10.8916 26.8769 3.7107 0.477 0.431 -0.086 0.458
H -3.6079 16.9607 2.6637 0.187 -0.693 0.079 0.318
H -4.0165 26.8938 -3.7551 0.040 0.123 -0.318 0.423
H -7.5775 18.8682 3.1828 0.533 -0.091 -0.380 0.175
H -13.2466 19.4929 -0.7426 -0.046 -0.152 -0.276 0.396
H -3.1566 19.9424 -0.4540 -0.209 0.418 0.246 0.055
H -11.1388 22.8975 2.5668 0.351 -0.342 -0.596 0.393
H -9.9669 23.8184 1.5813 0.149 0.011 0.052 0.094
H -5.1001 18.6827 3.1862 -0.219 0.438 0.638 -0.256
H -11.5105 16.6302 0.2224 -0.561 -0.675 -0.423 0.391
H -5.3737 17.9286 4.8703 -0.571 0.546 -0.152 0.655
H -3.1894 17.6970 4.2064 0.440 -0.255 -0.227 0.443
H -5.1234 20.2424 -4.6520 0.510 0.339 -0.155 0.444
H 1.8111 21.3063 0.0720 0.006 -0.107 0.167 0.324
H -7.5879 26.6109 5.4242 0.256 0.159 -0.191 0.402
H -8.2087 17.7111 -1.5541 -0.586 0.106 -0.707 0.718
H -5.1920 20.3607 0.0441 0.310 0.289 0.104 -0.201
H -9.7855 26.3240 2.3634 0.274 0.529 0.230 0.277
H -11.8064 24.7067 3.8708 0.067 -0.298 0.032 0.381
H -6.3573 27.9889 -3.6318 0.733 -0.233 0.189 0.327
H -10.6790 21.6142 4.3595 0.240 -0.026 -0.763 0.358
H -6.6941 21.2042 0.3108 0.081 0.081 0.011 -0.401
H -10.2780 22.7717 5.4679 0.296 0.148 0.128 0.498
H -2.4491 19.0493 0.8924 -0.065 -0.028 0.045 0.175
H -9.1201 21.5160 5.0917 0.500 0.295 -0.342 0.360
H -8.1273 18.7672 -0.2384 0.126 0.270 -0.178 -0.757
H -4.9565 27.6212 0.3782 0.462 -0.620 -0.005 0.013
H -8.4924 25.0619 -4.5546 -0.435 -0.371 -0.250 0.439
H -8.1024 20.6942 -2.3524 -0.038 0.255 -0.320 -0.152
H -7.1108 16.3522 1.2997 0.359 -0.891 -0.159 0.129
H -8.0098 27.0206 -1.5762 -0.453 0.061 0.428 0.373
H -3.8640 28.1791 1.6397 0.080 -0.234 0.207 0.322
H -7.3766 25.2634 0.2141 0.511 0.113 0.049 0.500
H -8.1152 19.1844 -3.1682 -0.360 -0.372 0.135 0.444
H -10.8238 21.1448 -0.7406 0.493 0.645 -0.501 0.544
H -10.2297 19.9984 0.3294 0.526 0.554 0.576 0.141
H -6.3387 20.5994 -3.5543 -0.376 0.462 -0.125 -0.223
H -8.9044 21.7499 2.1147 0.073 -0.099 -0.091 0.044
H -4.6212 14.2885 2.2112 0.310 0.058 0.080 0.302
H 1.7069 18.4884 -1.0456 0.052 -0.621 0.452 0.370
H -9.3776 25.0834 6.4601 -0.121 0.093 0.148 0.270
H 2.0635 22.7452 -2.4918 0.284 -0.442 0.323 0.374
H -12.1328 16.4450 -2.8463 -0.028 0.286 -0.568 0.390
H -2.2814 20.8051 0.8713 0.100 0.134 -0.252 0.017
H -11.5899 19.5995 -3.6922 -0.033 0.138 0.019 0.372
H -13.3417 18.0798 0.2660 0.192 -0.266 -0.049 0.444
H -9.3396 20.3619 -3.5973 -0.130 0.233 0.229 0.245
H -7.6013 27.0238 -4.1090 -0.060 -0.297 -0.653 0.344
H -6.2392 19.8960 1.4300 -0.007 -0.025 -0.131 -1.081
H -12.0755 19.3079 0.4563 0.400 -0.517 0.044 0.368
H -8.8297 23.6691 -2.7082 0.186 -0.423 0.746 0.587
H -7.8443 17.7296 4.4713 -0.134 -0.213 -0.041 0.492
H -7.6382 21.7236 3.2588 0.144 0.427 0.407 0.500
H -5.2864 16.2412 1.1944 0.058 -0.282 0.480 0.264
H -6.2450 13.2702 5.4047 -0.318 0.286 -0.023 0.299
H -8.8230 27.6904 4.6465 0.154 0.097 0.591 0.509
H -3.7400 25.2167 -3.6060 -0.457 -0.345 0.051 0.385
H -9.0452 16.6214 0.3578 -0.164 -0.077 0.166 0.174
H -13.5618 16.7240 -1.9281 0.326 -0.035 0.660 0.366
H 2.9087 20.5618 -1.0833 -0.126 0.147 -0.432 0.395
H 0.7794 23.0342 -1.2288 0.433 0.101 0.096 0.355
H 0.0765 19.8054 1.1899 -0.094 0.300 -0.181 0.309
H -6.4074 25.0942 -5.8180 -0.419 0.783 0.203 0.541
H -4.0278 25.8253 -5.1833 -0.619 0.190 -0.223 0.333
H -3.9936 13.2509 3.5601 0.293 0.404 0.030 0.488
H -9.2795 25.7565 -1.2723 0.476 0.078 0.692 0.434
H -5.6313 28.2359 1.8030 0.198 -0.070 0.527 0.344
H 2.1955 20.2391 -3.4696 0.283 0.388 0.819 0.415
```
Forces are in eV/Å.

## Properties
**Largest force on an atom**: 2.863 eV/A
**ΔE to the lowest compared entry with this formula, charge and spin**: 0.744 eV
**2S+1**: 1
**Molar mass**: 1137.3 Da
**Kohn-Sham gap**: 2.74 eV
**Net charge**: -1